DFT (ωB97M-V/def2-TZVPD) results for a 2-piece molecular cluster, CH6N2O3P overall in a non-equilibrium geometry.

Positions of all 13 atoms, in Å:
C 1.062745 2.049787 0.392284
N -3.571437 -1.925466 -1.366129
N -3.066410 -1.549272 -0.275100
O 1.797806 -0.339033 1.755781
O 1.175756 -1.642989 -0.325316
O 0.814488 0.869541 -0.228683
P 1.711028 -0.436928 0.310679
H 1.123007 1.968115 1.499932
H 0.414471 2.789337 0.053241
H 2.239593 2.205172 0.168065
H -4.596966 -2.265087 -1.357689
H 3.000855 -0.072556 -0.328958
H -2.104930 -1.650620 -0.298113

Cartesian forces (eV/Å) of the 3 atoms listed first:
5.0 -0.5 1.5
1.3 -1.2 0.6
-5.4 -1.5 -0.6

Net charge: -1
2S+1: 1
Energy above the lowest of the compared OMol25 structures with the same formula, charge and spin (kcal/mol): 63.3
HOMO-LUMO gap (eV): 8.5

Atom charges from the natural (NBO) analysis, given in e for atoms 1 to 2: atom 1 (C): -0.2407, atom 2 (N): -0.3376



DFT (ωB97M-V/def2-TZVPD) results for C25H29F4N7O2Ru as an isolated structure.

Positions of all 68 atoms, in Å:
Ru 1.250180 0.653552 -0.619811
C 2.258618 0.167105 2.331574
N 2.534897 -0.208605 0.918595
C 2.413117 -1.685587 0.785877
C 3.894848 0.251766 0.559607
C 4.172727 0.032547 -0.906854
N 3.048469 0.554620 -1.712736
C 3.276834 0.786947 -3.027220
C 2.391079 1.613579 -3.766986
F 1.374755 2.205371 -3.117556
C 2.568409 1.893187 -5.096808
F 1.704123 2.691605 -5.702604
C 3.643748 1.359235 -5.796804
C 4.531790 0.546647 -5.117289
F 5.552359 0.004420 -5.751382
C 4.374078 0.264457 -3.772892
F 5.239624 -0.566077 -3.212248
H 3.083653 -0.190254 2.951247
H 1.336045 -0.307589 2.655598
H 2.162690 1.247491 2.418784
H 3.118230 -2.174424 1.463579
H 2.620628 -2.002086 -0.234734
H 1.398957 -1.978431 1.047775
H 4.634425 -0.281144 1.164627
H 3.958971 1.310441 0.817768
H 4.334863 -1.022627 -1.132839
H 5.089405 0.557232 -1.178656
H 3.785221 1.576038 -6.847348
N 1.465131 2.860036 -0.355089
H 2.401402 3.236636 -0.241824
H 0.935864 3.029178 0.515290
H 1.027659 3.375952 -1.112970
N -0.080918 -0.097450 -2.101419
N -1.055577 0.968408 -2.194992
H 0.235924 -0.406263 -3.018026
H -0.507804 -0.899754 -1.605848
H -1.987946 0.576207 -2.085089
H -0.986846 1.394579 -3.111596
O -0.081924 2.475919 1.850500
C -0.698243 1.458910 1.589914
N -1.864307 1.048949 2.100633
C -2.305084 -0.259744 1.621590
C -1.171762 -0.556869 0.642015
O -1.090301 -1.517350 -0.101679
N -0.273569 0.489538 0.634166
C -2.364948 -1.250753 2.778403
C -1.415132 -2.247155 2.968663
C -1.484175 -3.078301 4.080418
C -2.499918 -2.914380 5.007593
C -3.457133 -1.926019 4.816319
C -3.392522 -1.102564 3.705017
C -3.601276 -0.178062 0.818106
C -4.229792 -1.362908 0.443629
C -5.380935 -1.321696 -0.324599
C -5.915586 -0.100288 -0.718554
C -5.292526 1.079114 -0.345318
C -4.130158 1.042925 0.418771
H -2.282943 1.520565 2.887847
H -0.643652 -2.424193 2.231381
H -0.753398 -3.864792 4.211530
H -2.556066 -3.561596 5.871770
H -4.261945 -1.805572 5.527995
H -4.160755 -0.353652 3.547560
H -3.828818 -2.315343 0.766500
H -5.870796 -2.243806 -0.605657
H -6.823634 -0.071411 -1.304927
H -5.712454 2.032491 -0.635469
H -3.655877 1.971100 0.707182

Cartesian forces (eV/Å) of the 3 atoms listed first:
-0.3 0.2 0.2
0.0 0.0 -0.1
0.1 -0.2 0.1

Net charge: +2
2S+1: 5
HOMO-LUMO gap (alpha / beta) (eV): 7.4 / 5.0

Atom charges from the natural (NBO) analysis, given in e for atoms 1 to 2: atom 1 (Ru): 1.3062, atom 2 (C): -0.4241



no.,E_tot (hartree)
1,-718.33169
2,-1997.62218